Formula: C5H7AlO3
Source: the Open Molecules 2025 dataset
Level of theory: wB97M-V/def2-TZVPD

```
16
C5H7AlO3 (wB97M-V/def2-TZVPD)
O -1.042 0.321 -0.475
C -0.302 -0.408 0.387
O -1.069 -0.422 1.495
Al -2.503 0.528 0.559
O 0.832 -0.739 0.291
C -0.485 0.698 -1.794
H 0.343 1.386 -1.597
H -0.101 -0.237 -2.227
C -1.561 1.298 -2.598
H -2.463 0.724 -2.813
H -1.439 2.293 -3.023
C 2.325 -1.693 2.235
C 2.851 -0.628 2.498
H 2.105 -2.689 1.885
H -0.608 -0.787 2.327
H 3.118 0.357 2.848
```

As for the spin multiplicity: 2. Its total energy is -17997.09127 eV. The value obtained for the highest occupied orbital energy (spin up / spin down) is -20.88 / -22.40 eV. Its charge is +3. For the HOMO-LUMO gap (spin up / spin down), the calculation gives 5.17 / 5.75 eV.


Formula: C4H8NO
Source: the Open Molecules 2025 dataset
Level of theory: wB97M-V/def2-TZVPD

```
14
C4H8NO (wB97M-V/def2-TZVPD)
C -2.263 -0.429 -0.017
C -0.828 -0.431 -0.101
N -0.170 0.635 0.054
C 1.202 0.998 0.041
C 2.327 0.223 -0.038
O 2.405 -1.080 -0.122
H -2.421 -1.416 0.151
H -2.725 0.031 -0.877
H -2.657 0.253 0.815
H -0.396 -1.378 -0.236
H -0.659 1.499 0.323
H 1.322 2.041 0.106
H 3.223 0.800 -0.230
H 1.640 -1.747 0.131
```

Its total energy is -7806.39130 eV. The value obtained for the highest occupied orbital energy is -13.73 eV. Its charge is +1. Its SMILES is C/C=[NH+]/C=C\O. For the HOMO-LUMO gap, the calculation gives 8.69 eV.


Formula: C3H7N3
Source: the Open Molecules 2025 dataset
Level of theory: wB97M-V/def2-TZVPD

```
13
C3H7N3 (wB97M-V/def2-TZVPD)
N -1.069 -0.748 -1.188
N -0.831 0.341 -0.424
C -0.694 0.090 1.042
C 0.861 -0.145 1.155
C 1.482 0.385 0.128
N 0.268 1.242 -0.720
H -1.798 -0.754 -1.756
H -0.423 -1.520 -1.173
H -1.340 -0.861 1.234
H -0.886 1.034 1.511
H 1.279 -0.712 2.017
H 2.506 0.535 -0.187
H 0.644 1.113 -1.638
```

Its total energy is -7690.61512 eV. The value obtained for the highest occupied orbital energy is -8.45 eV. Its charge is 0. Its SMILES is NN1CC=CN1. For the HOMO-LUMO gap, the calculation gives 9.59 eV.


Energy above the lowest of the compared OMol25 structures with the same formula, charge and spin for every record listed, in sequence, given in kcal per mole: 118.8 39.5 93.7.
F_max for every record listed, in sequence, given in eV/Å: 3.9 3.8 5.2.